Molecular formula: C26H21NO6
Method: DFT, ωB97M-V with the def2-TZVPD basis set

The geometry in XYZ format:
```
54
Properties=species:S:1:pos:R:3
C -6.117 -2.758 2.141
C -6.306 -2.886 0.652
O -7.190 -3.565 0.178
C -5.356 -2.140 -0.218
C -4.334 -1.348 0.296
C -3.477 -0.675 -0.567
C -3.644 -0.796 -1.947
C -4.659 -1.583 -2.456
C -5.513 -2.253 -1.600
H -6.312 -2.872 -1.978
H -4.783 -1.673 -3.525
H -2.971 -0.269 -2.609
N -2.436 0.142 -0.119
C -2.068 0.415 1.150
O -2.593 -0.007 2.158
C -0.868 1.387 1.241
C -1.173 2.749 0.654
C -2.483 3.181 0.494
C -2.743 4.439 -0.022
C -1.700 5.274 -0.383
C -0.393 4.853 -0.211
C -0.130 3.600 0.312
H 0.893 3.281 0.452
H 0.427 5.501 -0.481
H -1.905 6.252 -0.793
H -3.765 4.764 -0.145
H -3.305 2.542 0.780
H -0.650 1.495 2.312
O 0.344 0.818 0.725
C 0.578 0.767 -0.592
O -0.241 1.060 -1.444
C 1.930 0.317 -0.916
C 2.858 0.028 0.011
C 4.215 -0.413 -0.218
C 4.744 -0.597 -1.498
C 6.049 -1.021 -1.706
C 6.820 -1.259 -0.591
C 6.307 -1.079 0.698
C 5.022 -0.661 0.910
H 4.640 -0.529 1.909
O 7.277 -1.383 1.614
C 8.413 -1.761 0.867
O 8.114 -1.676 -0.512
H 9.253 -1.088 1.103
H 8.695 -2.795 1.119
H 6.448 -1.160 -2.696
H 4.125 -0.406 -2.359
H 2.576 0.131 1.051
H 2.117 0.247 -1.976
H -1.877 0.578 -0.856
H -4.187 -1.241 1.357
H -5.127 -3.108 2.425
H -6.871 -3.352 2.651
H -6.212 -1.717 2.443
```

Output
HOMO level, eV: -8.41
Maximum force, eV Å⁻¹: 1.29
SMILES: CC(=O)c1cccc(NC(=O)[C@@H](OC(=O)/C=C/c2ccc3c(c2)OCO3)c2ccccc2)c1
HOMO-LUMO gap, eV: 8.02
Total charge: 0
E_tot, eV: -41077.9393
2S+1: 1
M, g mol⁻¹: 443.5